{"formula": "C28H82N12O15", "method": "ωB97M-V with the def2-TZVPD basis set", "species": ["C", "O", "C", "C", "N", "C", "C", "O", "C", "H", "H", "H", "H", "H", "H", "H", "H", "H", "H", "H", "H", "H", "H", "H", "C", "O", "C", "C", "N", "C", "C", "O", "C", "H", "H", "H", "H", "H", "H", "H", "H", "H", "H", "H", "H", "H", "H", "H", "C", "O", "C", "C", "N", "C", "C", "O", "C", "H", "H", "H", "H", "H", "H", "H", "H", "H", "H", "H", "H", "H", "H", "H", "C", "O", "C", "C", "N", "C", "C", "O", "C", "H", "H", "H", "H", "H", "H", "H", "H", "H", "H", "H", "H", "H", "H", "H", "C", "O", "N", "N", "H", "H", "H", "H", "C", "O", "N", "N", "H", "H", "H", "H", "C", "O", "N", "N", "H", "H", "H", "H", "C", "O", "N", "N", "H", "H", "H", "H", "O", "H", "H", "O", "H", "H", "O", "H", "H"], "xyz": [[-3.0135, -7.1214, 4.5727], [-1.7296, -6.7251, 4.0713], [-1.2645, -7.4261, 2.8268], [0.2726, -7.2186, 2.8863], [0.5489, -5.7593, 2.8746], [1.8979, -5.5314, 3.3236], [2.3125, -4.1002, 3.0777], [1.9038, -3.5669, 1.7858], [2.1910, -2.2080, 1.4971], [-2.7136, -7.9186, 5.2529], [-3.6957, -7.4913, 3.8074], [-3.5575, -6.3096, 5.0556], [-1.7240, -7.1235, 1.8858], [-1.3641, -8.5103, 2.8797], [0.8535, -7.8103, 2.1788], [0.4800, -7.6242, 3.8765], [0.5175, -5.5133, 1.8956], [2.6142, -6.0826, 2.7143], [2.0972, -5.8400, 4.3498], [3.3990, -4.1707, 3.1279], [2.0590, -3.5583, 3.9888], [1.7272, -1.8416, 0.5813], [3.2624, -2.0756, 1.3466], [2.0151, -1.6224, 2.3995], [-3.8592, 5.7518, -4.5301], [-3.3364, 5.1342, -3.3317], [-2.0188, 4.5720, -3.4213], [-1.1989, 4.1626, -2.1921], [-0.7991, 5.2686, -1.3883], [0.5446, 5.0439, -0.6590], [1.7278, 5.3931, -1.7182], [1.4173, 6.6844, -2.1706], [2.5054, 7.2942, -2.9732], [-4.9259, 5.6325, -4.7194], [-3.2581, 5.5063, -5.4056], [-3.7114, 6.8231, -4.3938], [-1.3570, 5.1982, -4.0197], [-2.1789, 3.6605, -3.9972], [-0.3544, 3.5901, -2.5757], [-1.8034, 3.5663, -1.5087], [-0.5759, 5.9981, -2.0502], [0.8211, 4.0432, -0.3270], [0.5056, 5.8708, 0.0500], [1.7464, 4.5734, -2.4364], [2.6628, 5.4077, -1.1581], [2.1622, 8.2878, -3.2616], [2.8406, 6.7031, -3.8254], [3.2975, 7.6400, -2.3090], [2.8413, 3.6260, 9.4350], [1.6785, 2.8042, 9.7087], [1.9060, 1.4891, 10.2842], [2.1647, 0.4190, 9.1977], [1.1760, 0.4848, 8.1933], [1.7458, 0.5463, 6.8453], [0.7498, 0.4431, 5.7390], [1.2182, 0.5971, 4.4196], [0.1600, 0.2884, 3.5006], [3.5477, 3.2245, 8.7083], [3.5164, 3.7673, 10.2790], [2.6316, 4.5928, 8.9773], [0.9729, 1.1686, 10.7475], [2.5650, 1.4976, 11.1524], [2.0514, -0.5956, 9.5796], [3.1117, 0.6378, 8.7043], [0.6000, 1.2477, 8.5193], [2.4189, -0.3039, 6.7339], [2.4067, 1.3941, 6.6649], [-0.1061, 1.0810, 5.9596], [0.3236, -0.5594, 5.7762], [-0.7445, 0.8722, 3.6718], [0.0507, -0.7896, 3.3823], [0.4860, 0.5894, 2.5050], [3.8452, 2.6609, -7.3741], [3.3763, 2.2140, -6.0828], [3.5445, 3.1375, -5.0154], [3.4408, 2.3738, -3.6910], [2.1653, 1.8265, -3.3490], [2.1501, 0.7303, -2.4390], [2.6383, -0.5867, -2.9848], [1.8476, -0.8630, -4.1186], [2.3297, -1.9902, -4.8612], [3.8841, 3.7390, -7.5307], [3.4136, 2.1034, -8.2053], [4.9113, 2.5161, -7.5488], [2.7047, 3.8063, -5.2038], [4.5031, 3.6534, -5.0696], [3.6144, 3.1232, -2.9187], [4.2636, 1.6615, -3.6299], [2.0946, 1.3373, -4.2298], [1.1047, 0.6650, -2.1376], [2.6503, 0.9906, -1.5062], [2.5574, -1.2942, -2.1597], [3.6806, -0.6789, -3.2902], [1.5514, -1.9901, -5.6242], [2.1692, -2.9333, -4.3388], [3.3376, -2.0328, -5.2741], [-4.2370, 0.8595, -5.2866], [-4.0583, 0.2607, -4.2867], [-4.9776, 0.5484, -6.2073], [-3.6379, 1.9206, -5.5265], [-5.4034, -0.3303, -5.9493], [-5.1380, 1.0484, -7.0700], [-3.9175, 2.4500, -6.3400], [-3.1550, 2.3322, -4.7407], [-4.3047, -2.4950, -2.0475], [-4.4638, -3.5615, -1.5200], [-3.4303, -2.4679, -3.0010], [-4.8574, -1.3223, -1.7735], [-2.9582, -3.3317, -3.2270], [-3.2924, -1.6219, -3.5351], [-5.7089, -1.3600, -1.2317], [-4.5552, -0.4611, -2.2060], [-1.2243, -0.2861, -0.6862], [-1.2493, -0.1975, 0.5277], [-1.7126, 0.6846, -1.4670], [-0.7834, -1.3480, -1.2824], [-2.2743, 1.4258, -1.0730], [-1.7018, 0.5998, -2.4733], [-0.5180, -2.0036, -0.5613], [-0.5761, -1.5182, -2.2561], [-0.4421, -4.6847, -0.5396], [0.6137, -4.7709, -1.1273], [-1.5724, -5.1100, -0.9544], [-0.5704, -4.2735, 0.6661], [-2.3872, -4.8911, -0.3993], [-1.6550, -5.1607, -1.9598], [-1.4090, -4.1787, 1.2210], [0.3135, -4.0843, 1.1167], [-4.1283, 1.3062, 1.4261], [-4.0726, 1.4183, 0.4771], [-3.8810, 0.3936, 1.5749], [-3.8000, -1.3346, 2.2593], [-3.0335, -1.0465, 1.7635], [-3.5100, -2.1277, 2.7101], [-0.6921, -0.9859, -4.0228], [-1.0542, -0.9254, -4.9068], [0.2215, -0.7170, -4.1188]], "mulliken_charge": [-0.779, -0.304, -0.516, -0.896, 0.035, -0.732, -0.528, -0.532, -0.399, 0.281, 0.313, 0.220, 0.303, 0.426, 0.498, 0.435, -0.095, 0.317, 0.417, 0.379, 0.249, 0.045, 0.381, 0.075, -0.801, -0.375, -0.175, 0.259, -0.445, -0.909, -0.057, -0.428, -0.773, 0.254, 0.329, 0.317, 0.454, -0.036, -0.119, -0.071, 0.392, 0.355, 0.427, -0.102, 0.610, 0.310, 0.232, 0.318, -0.758, -0.328, -0.697, -0.507, 0.146, -0.415, -0.665, -0.384, -0.919, 0.277, 0.344, 0.318, 0.367, 0.444, 0.384, 0.369, 0.403, 0.411, 0.342, 0.356, 0.359, 0.485, 0.357, 0.247, -0.876, -0.331, -0.666, -0.882, 0.078, -0.353, -0.651, -0.303, -0.917, 0.335, 0.267, 0.333, 0.321, 0.512, 0.438, 0.501, 0.190, -0.353, 0.559, 0.379, 0.520, 0.271, 0.289, 0.333, 0.383, -0.659, -0.416, -0.278, 0.268, 0.164, 0.182, 0.202, 0.496, -0.740, -0.124, -0.179, 0.169, 0.017, 0.219, 0.190, -0.152, -0.524, 0.591, 0.943, -0.007, -0.077, -0.420, 0.029, 0.828, -0.793, -0.313, 0.018, 0.158, 0.236, 0.092, 0.164, -0.622, 0.284, 0.331, -0.722, 0.294, 0.291, -0.610, 0.281, 0.318], "energy_ha": -2901.12139, "multiplicity": 2, "total_charge": 1}